No. 1
The following is a DFT calculation (wB97M-V/def2-TZVPD) of a cluster of 8 separate species, C24H62O24S7 in total.

Results
Total charge: 0
Structure (SMILES): CCOS(C)(=O)=O.CCOS(C)(=O)=O.CCOS(C)(=O)=O.CCOS(C)(=O)=O.CCOS(C)(=O)=O.CCOS(C)(=O)=O.CCOS(C)(=O)=O.COC(=O)OC
Energy above the lowest of the compared OMol25 structures with the same formula, charge and spin, kcal/mol: 0.0
HOMO energy, hartree: -0.400
Kohn-Sham gap, eV: 11.0
Total energy, hartree: -5544.65089

Last column: Löwdin charge in e.
Cartesian coordinates (Å):
S: 19.589 29.944 -13.294  0.55
S: 23.750 31.249 -17.450  0.57
S: 20.729 25.653 -14.834  0.55
S: 20.993 28.298 -19.773  0.55
S: 25.420 23.815 -6.671  0.55
S: 22.810 33.743 -12.189  0.53
S: 20.501 31.084 -8.244  0.53
O: 22.445 33.570 -13.716  -0.31
O: 24.320 24.912 -6.975  -0.26
O: 27.867 28.042 -11.224  0.12
O: 19.922 32.382 -8.382  -0.26
O: 20.570 29.519 -20.382  -0.27
O: 19.759 30.034 -9.152  -0.26
O: 25.855 28.732 -10.435  0.01
O: 20.593 27.017 -15.218  -0.28
O: 22.355 27.900 -19.840  -0.28
O: 22.467 31.017 -16.849  -0.29
O: 20.631 28.839 -12.864  -0.27
O: 24.870 30.921 -16.361  -0.26
O: 23.376 35.039 -12.023  -0.26
O: 18.504 29.356 -13.982  -0.24
O: 23.553 32.581 -11.870  -0.27
O: 24.038 32.507 -18.062  -0.26
O: 22.218 25.457 -14.340  -0.26
O: 26.880 27.118 -9.420  0.00
O: 19.345 30.809 -12.183  -0.28
O: 21.886 30.911 -8.493  -0.26
O: 20.389 24.590 -15.704  -0.25
O: 25.620 23.716 -5.266  -0.26
O: 20.130 27.100 -20.335  -0.25
O: 26.531 24.034 -7.537  -0.27
C: 24.682 26.287 -6.693  -0.25
C: 19.990 25.385 -13.272  -0.11
C: 25.727 32.953 -15.267  -0.05
C: 23.241 25.972 -15.225  -0.24
C: 21.258 33.713 -11.366  -0.11
C: 18.337 30.143 -9.307  -0.27
C: 26.954 27.967 -10.444  -0.61
C: 24.096 29.903 -18.491  -0.12
C: 21.693 28.190 -10.739  -0.04
C: 20.583 30.808 -14.465  -0.11
C: 19.476 27.248 -21.618  -0.25
C: 23.741 27.153 -7.498  -0.06
C: 20.480 28.236 -18.087  -0.10
C: 25.757 29.683 -11.486  -0.04
C: 21.473 34.491 -14.297  -0.23
C: 21.766 34.475 -15.785  -0.04
C: 28.005 26.255 -9.276  -0.04
C: 21.647 29.180 -11.900  -0.23
C: 24.855 31.729 -15.160  -0.25
C: 23.678 27.348 -14.779  -0.06
C: 20.143 30.480 -6.624  -0.11
C: 17.732 28.770 -9.492  -0.05
C: 24.496 22.428 -7.220  -0.12
C: 20.180 26.399 -22.657  -0.07
H: 17.530 28.250 -8.556  0.08
H: 28.035 25.500 -10.062  0.10
H: 20.595 32.985 -11.826  0.06
H: 21.375 33.546 -16.208  0.07
H: 20.208 26.210 -12.602  0.05
H: 25.498 33.644 -14.456  0.08
H: 20.931 30.059 -15.170  0.05
H: 19.531 28.288 -21.939  0.10
H: 18.003 30.745 -10.154  0.11
H: 21.500 33.360 -10.363  0.06
H: 20.687 29.556 -6.452  0.07
H: 25.535 33.452 -16.217  0.07
H: 20.347 24.423 -12.911  0.08
H: 23.388 30.024 -19.307  0.06
H: 19.402 28.371 -18.128  0.09
H: 22.458 27.442 -10.950  0.08
H: 23.730 26.835 -8.537  0.08
H: 20.498 34.052 -14.089  0.11
H: 24.574 26.487 -5.626  0.12
H: 20.583 31.224 -5.961  0.08
H: 28.923 26.841 -9.322  0.10
H: 25.138 21.561 -7.078  0.08
H: 21.608 35.477 -13.856  0.12
H: 22.846 28.040 -14.665  0.06
H: 25.721 26.474 -6.965  0.11
H: 20.696 27.766 -10.631  0.07
H: 22.611 29.285 -12.402  0.11
H: 23.894 28.976 -17.967  0.07
H: 22.884 25.975 -16.258  0.12
H: 23.621 22.354 -6.582  0.08
H: 21.394 31.371 -14.021  0.06
H: 22.734 27.011 -7.090  0.08
H: 24.251 22.548 -8.270  0.08
H: 26.781 32.688 -15.219  0.08
H: 25.301 30.611 -11.140  0.09
H: 23.955 28.209 -7.351  0.09
H: 21.972 28.701 -9.821  0.06
H: 19.712 26.505 -23.636  0.08
H: 17.884 30.722 -8.494  0.12
H: 18.912 25.289 -13.402  0.08
H: 20.924 29.075 -17.554  0.06
H: 25.138 29.938 -18.791  0.09
H: 20.855 34.715 -11.271  0.08
H: 24.072 25.273 -15.161  0.13
H: 19.864 31.455 -14.970  0.09
H: 21.308 35.285 -16.350  0.09
H: 25.241 31.069 -14.375  0.12
H: 20.817 27.282 -17.701  0.06
H: 24.167 27.243 -13.803  0.08
H: 21.197 26.780 -22.787  0.08
H: 23.853 31.913 -14.774  0.09
H: 20.267 25.351 -22.376  0.08
H: 27.948 25.733 -8.330  0.07
H: 16.798 28.886 -10.049  0.09
H: 22.841 34.470 -15.956  0.08
H: 21.464 30.179 -11.498  0.10
H: 25.119 29.318 -12.296  0.08
H: 18.301 28.109 -10.148  0.07
H: 18.418 27.031 -21.490  0.12
H: 24.458 27.762 -15.420  0.08
H: 19.067 30.388 -6.530  0.07
H: 26.733 29.935 -11.893  0.09

No. 2
The following is a DFT calculation (wB97M-V/def2-TZVPD) of a cluster of 8 separate species, C24H63BO26S7 in total.

Results
Total charge: 0
Structure (SMILES): CCOB(O)OC(=O)O.CCOS(C)(=O)=O.CCOS(C)(=O)=O.CCOS(C)(=O)=O.CCOS(C)(=O)=O.CCOS(C)(=O)=O.CCOS(C)(=O)=O.CCOS(C)(=O)=O
HOMO energy, hartree: -0.384
Kohn-Sham gap, eV: 10.6
Total energy, hartree: -5720.56889

Last column: Löwdin charge in e.
Cartesian coordinates (Å):
S: -0.133 0.203 5.335  0.63
S: 0.504 3.272 -6.665  0.62
S: 1.030 -3.948 -0.388  0.62
S: -4.899 -1.929 2.660  0.63
S: 5.357 -7.933 -0.942  0.62
S: 5.877 4.673 -5.166  0.62
S: -9.540 0.897 4.391  0.62
O: 0.339 3.350 1.228  0.01
O: 3.257 0.065 -0.540  0.06
O: 5.454 -6.509 -0.708  -0.29
O: -4.340 -0.629 3.467  -0.26
O: -0.507 2.715 -7.536  -0.29
O: -9.007 0.388 5.637  -0.29
O: 1.383 2.436 -5.874  -0.29
O: 2.556 4.266 1.399  0.04
O: 0.553 -2.872 -1.229  -0.30
O: 6.098 5.525 -3.794  -0.27
O: -0.035 -5.179 -0.457  -0.26
O: 2.780 2.393 -1.393  -0.05
O: 2.188 1.714 1.088  0.13
O: 1.403 4.332 -7.515  -0.26
O: -1.504 0.042 4.897  -0.28
O: 4.666 -8.477 -2.092  -0.29
O: -0.041 1.498 6.320  -0.27
O: 6.032 3.266 -4.870  -0.28
O: 4.714 5.189 -5.858  -0.29
O: 6.851 -8.580 -0.866  -0.27
O: -6.338 -1.829 2.555  -0.30
O: 0.618 -0.884 5.924  -0.29
O: -10.964 1.634 4.685  -0.27
O: 1.413 -3.733 0.992  -0.29
O: -8.758 1.733 3.506  -0.29
O: -4.058 -2.163 1.504  -0.29
C: -4.181 0.594 2.762  -0.28
C: 5.022 5.622 -2.872  -0.27
C: -1.210 -5.108 0.338  -0.27
C: -4.512 -3.144 3.895  -0.12
C: 2.434 3.830 -8.354  -0.28
C: -10.422 3.961 5.123  -0.08
C: 8.282 -7.080 -2.130  -0.08
C: -0.894 1.553 7.455  -0.28
C: -11.007 2.667 5.659  -0.28
C: 7.333 5.229 -6.014  -0.12
C: 1.872 3.242 -9.635  -0.08
C: -10.181 -0.465 3.451  -0.11
C: 4.706 -8.696 0.523  -0.12
C: 7.698 -8.474 -2.002  -0.28
C: 1.666 3.082 1.223  -0.26
C: 4.853 4.341 -2.077  -0.07
C: 2.368 -4.760 -1.226  -0.12
C: 1.871 1.882 -2.456  -0.19
C: -0.401 0.644 8.565  -0.08
C: -2.231 -4.159 -0.263  -0.08
C: -5.515 1.280 2.532  -0.08
C: -0.275 4.450 -5.589  -0.12
C: 0.350 1.557 -1.936  -0.08
C: 0.815 0.874 3.992  -0.12
B: 2.734 1.448 -0.258  -0.49
H: 8.752 -6.768 -1.192  0.09
H: 2.678 2.975 -10.324  0.08
H: 0.931 0.092 3.239  0.08
H: 1.795 1.176 4.368  0.08
H: -0.966 -4.827 1.368  0.12
H: -9.347 3.863 4.947  0.07
H: -1.636 -6.117 0.370  0.12
H: -10.503 2.355 6.579  0.12
H: 7.400 4.687 -6.959  0.08
H: -6.140 0.704 1.845  0.07
H: 8.513 -9.192 -1.861  0.12
H: -0.479 -0.408 8.276  0.07
H: 4.673 -9.776 0.375  0.08
H: -2.417 -4.404 -1.313  0.09
H: 2.704 -5.604 -0.622  0.06
H: -0.041 2.322 -1.142  0.08
H: -10.574 4.778 5.833  0.08
H: 7.248 6.301 -6.200  0.07
H: 0.487 4.912 -4.959  0.07
H: 4.094 5.896 -3.386  0.12
H: -6.069 1.375 3.471  0.07
H: 0.200 0.448 -1.537  0.10
H: 5.345 -8.437 1.369  0.08
H: -0.380 1.642 -2.876  0.10
H: 0.653 0.840 8.788  0.09
H: 3.699 -8.308 0.686  0.07
H: 2.019 -5.096 -2.205  0.08
H: 4.107 4.471 -1.288  0.07
H: -0.785 5.200 -6.197  0.08
H: 9.027 -7.044 -2.931  0.08
H: -10.883 4.228 4.167  0.09
H: 2.310 0.902 -2.954  0.15
H: 3.177 -4.038 -1.348  0.08
H: -10.752 -0.074 2.606  0.08
H: 2.424 -0.497 -0.686  0.11
H: 3.406 3.947 1.846  0.14
H: -12.062 2.829 5.908  0.12
H: 4.524 3.520 -2.720  0.07
H: -1.000 3.916 -4.972  0.07
H: 8.207 5.009 -5.397  0.08
H: -3.429 -3.194 4.016  0.08
H: 1.788 2.730 -3.282  0.13
H: 3.049 3.099 -7.818  0.12
H: -3.549 1.241 3.381  0.12
H: 1.203 3.955 -10.128  0.09
H: -1.926 1.315 7.176  0.12
H: -5.370 2.275 2.102  0.08
H: -0.991 0.788 9.474  0.08
H: -3.175 -4.208 0.287  0.07
H: 5.802 4.037 -1.625  0.09
H: -3.651 0.432 1.818  0.12
H: 5.263 6.441 -2.184  0.12
H: -0.886 2.589 7.812  0.12
H: -4.998 -2.862 4.831  0.08
H: 3.084 4.677 -8.604  0.12
H: 0.279 1.726 3.571  0.07
H: 7.164 -8.766 -2.912  0.12
H: 7.505 -6.346 -2.361  0.07
H: -10.812 -1.077 4.098  0.08
H: -1.875 -3.126 -0.229  0.07
H: -4.897 -4.107 3.552  0.07
H: -9.335 -1.051 3.088  0.07
H: 1.290 2.340 -9.431  0.07

no.,maximum force (Eh/bohr)
1,0.0404
2,0.1841